C18H43N2SbSe2Te2Zn | ωB97M-V with the def2-TZVPD basis set

LUMO = 0.0070 hartree
multiplicity = 1
Kohn-Sham gap = 7.02 eV

```
69
Properties=species:S:1:pos:R:3:forces:R:3:lowdin_charge:R:1
Te 0.2229 -3.6825 -3.9621 -0.2 -0.2 0.1 0.143
Te -1.8255 -4.2566 -2.2848 0.2 0.0 -0.3 0.130
Sb -0.8901 0.9423 -0.2011 -0.5 0.3 -0.3 1.573
Se 0.8388 -1.4938 -2.9248 -0.1 0.1 0.7 -0.133
Se -0.4627 -4.3190 -0.1955 0.2 0.5 0.2 -0.162
Zn 0.7814 -2.1692 -0.4279 0.2 -0.5 -0.5 0.232
N 1.3558 -2.2557 1.9395 0.0 0.1 -0.2 -0.320
N 3.1701 -2.2165 -0.3606 -0.2 0.1 0.2 -0.325
C 1.4966 2.2366 -1.5120 -0.1 -0.2 0.1 -0.154
C -2.8881 -0.1528 -2.3644 0.3 0.1 0.0 -0.136
C -0.4013 3.8577 -1.5225 0.0 -0.2 0.1 -0.125
C -2.0336 1.4502 2.6460 0.1 -0.2 -0.2 -0.129
C -4.0641 1.2189 -0.6592 0.2 0.1 0.0 -0.120
C 1.2468 -0.8993 2.4500 -0.1 0.3 0.0 -0.122
C -1.3617 2.3006 1.5773 0.1 -0.3 -0.3 -0.691
C 3.4619 -3.5530 -0.8747 -0.1 -0.2 -0.1 -0.095
C -0.0072 2.7821 2.0816 0.0 -0.2 -0.2 -0.133
C -0.3609 2.0053 -3.1421 -0.1 -0.3 0.1 -0.142
C 3.8344 -1.2257 -1.2026 0.0 0.2 -0.3 -0.129
C -3.1754 -1.0326 -0.0652 0.4 0.0 0.1 -0.156
C -2.9432 0.2218 -0.8937 0.4 0.3 0.2 -0.693
C 0.4753 -3.1144 2.7211 -0.3 -0.2 0.0 -0.150
C -0.0008 2.4078 -1.7249 -0.3 -0.3 0.4 -0.689
C -2.2537 3.4956 1.3029 -0.1 0.0 -0.2 -0.112
C 3.6419 -2.0747 1.0135 -0.1 0.0 0.3 -0.196
C 2.7254 -2.7547 2.0247 0.3 0.0 -0.3 -0.187
H 2.8834 -4.2996 -0.3326 0.0 -0.1 -0.1 0.068
H 4.5299 -3.7882 -0.7819 0.0 0.1 0.0 0.098
H 1.7779 2.4344 -0.4764 0.1 0.0 0.1 0.063
H -2.8903 0.7293 -2.9980 0.0 0.1 -0.1 0.063
H -2.3420 4.0958 2.2107 0.0 0.1 0.2 0.088
H -4.9949 0.8144 -1.0598 -0.1 -0.1 -0.1 0.087
H 0.6749 -3.0355 3.7952 0.1 0.1 0.1 0.098
H 1.6268 -0.8087 3.4764 0.0 -0.1 0.0 0.104
H 3.6421 -0.2240 -0.8211 0.0 0.0 0.0 0.081
H 0.2501 2.5735 -3.8462 0.1 0.1 -0.1 0.090
H -3.2572 3.1933 1.0207 -0.1 0.0 -0.1 0.059
H 2.0496 2.9249 -2.1510 0.1 0.1 -0.1 0.088
H 4.9164 -1.3951 -1.2411 0.1 0.0 0.1 0.097
H 2.7036 -3.8328 1.8454 0.0 0.1 0.0 0.119
H 0.1933 -0.6224 2.4422 0.1 0.1 0.0 0.044
H 0.4338 3.4961 1.3905 0.1 0.1 0.0 0.060
H -3.8668 2.1650 -1.1617 -0.1 0.1 0.0 0.077
H -1.9968 -0.7348 -2.5929 0.0 -0.1 -0.1 0.012
H -0.5600 -2.8381 2.5352 -0.1 0.0 0.0 0.074
H -2.2110 2.0471 3.5442 0.0 0.1 0.1 0.088
H 3.6879 -1.0088 1.2405 0.1 0.0 0.0 0.111
H -1.4787 3.9828 -1.6146 -0.1 0.1 0.1 0.076
H -1.4226 0.5941 2.9302 0.0 -0.1 0.1 0.054
H 3.4365 -1.2795 -2.2139 0.0 -0.1 0.0 0.009
H -3.1861 -0.8173 1.0022 0.0 0.0 0.2 0.061
H -2.3900 -1.7654 -0.2548 0.0 -0.2 0.0 0.000
H 0.6103 -4.1490 2.4159 -0.1 0.0 0.0 0.047
H -0.1682 0.9484 -3.3157 -0.1 0.0 -0.1 -0.022
H -1.8548 4.1414 0.5318 0.0 0.1 -0.1 0.047
H 0.0658 4.4642 -2.3006 0.1 0.1 -0.1 0.087
H -0.1105 3.2756 3.0495 -0.1 0.1 0.1 0.087
H 1.7786 -0.2015 1.8052 0.0 0.1 0.0 0.065
H -2.9960 1.0769 2.3004 -0.1 -0.1 0.1 0.059
H 0.6921 1.9538 2.1995 0.1 0.0 0.1 0.050
H -4.1298 -1.4886 -0.3290 -0.2 -0.1 -0.1 0.091
H 4.6590 -2.4805 1.1217 0.0 0.1 0.0 0.132
H -3.7616 -0.7548 -2.6225 -0.1 -0.1 0.0 0.088
H 3.1834 -3.5970 -1.9273 -0.1 0.0 0.0 0.072
H 1.7900 1.2189 -1.7725 0.1 -0.1 0.0 0.033
H 3.1386 -2.5839 3.0290 0.0 -0.1 0.0 0.132
H -1.4063 2.2184 -3.3542 -0.1 0.0 -0.1 0.069
H -4.2164 1.3997 0.4021 -0.1 0.1 0.1 0.055
H -0.0658 4.2418 -0.5626 0.0 0.1 0.1 0.057
```
Positions in Å, forces in eV/Å.



C18H43N3O13V | ωB97M-V with the def2-TZVPD basis set

LUMO (alpha / beta) = -0.0351 / -0.2239 hartree
multiplicity = 2
Kohn-Sham gap (alpha / beta) = 6.35 / 1.22 eV

```
78
Properties=species:S:1:pos:R:3:forces:R:3:lowdin_charge:R:1
V -5.6333 5.7029 -24.5464 -6.6 -3.5 4.3 1.095
O -7.2757 5.7421 -24.7386 3.9 0.4 0.4 -0.341
O -6.5581 2.1691 -25.4183 -0.1 0.0 -0.3 0.082
O -8.6464 3.1692 -28.6355 0.3 0.7 0.0 -0.179
O -5.1584 5.4290 -25.9744 1.8 0.4 -2.0 -0.333
O -5.4779 3.4016 -23.8356 0.4 6.5 -1.2 0.023
O -4.5778 5.6898 -20.4085 -0.2 1.2 0.1 -0.005
O -10.7519 7.3917 -28.7033 -0.3 -1.0 -0.5 -0.217
O -10.2309 -4.0773 -31.1371 -1.6 -0.4 1.0 -0.166
O -6.0495 -0.8606 -28.3698 -2.4 0.2 -0.9 -0.199
O -4.5673 7.5989 -21.4297 0.1 3.0 -0.8 0.119
O -5.6798 1.3867 -23.5177 -1.0 -3.7 -0.2 0.032
O -5.3067 0.0370 -20.5747 -2.8 -1.4 0.3 -0.151
O -5.6754 5.8336 -22.2560 -0.9 0.9 -4.7 -0.064
N -10.2755 4.9998 -30.4874 0.3 0.4 -0.2 -0.068
N -3.3756 0.1131 -22.4379 0.1 -1.0 -0.5 0.060
N -8.0734 -1.2698 -30.7790 -2.1 -0.1 3.2 0.207
C -9.2444 -3.3219 -31.7158 0.7 -1.1 -0.7 -0.241
C -10.5321 8.4796 -27.8093 0.6 -0.2 -0.8 -0.096
C -10.3994 7.5681 -30.0891 -0.4 0.3 0.1 -0.200
C -3.5815 -1.1443 -21.7283 2.8 -0.4 -0.6 -0.430
C -6.6052 -0.5688 -20.9464 1.4 0.7 -1.2 -0.071
C -8.8260 4.8354 -30.5846 -0.1 -1.1 0.6 -0.187
C -2.0757 -1.7098 -21.5805 -2.6 -1.3 1.3 -0.059
C -4.9792 6.3760 -21.3810 0.9 -5.4 2.7 -0.869
C -5.0334 -0.4207 -27.4631 0.1 0.4 -0.2 -0.061
C -8.3132 -0.4028 -29.6096 2.0 0.8 0.8 -0.088
C -7.0761 0.1227 -28.7505 0.8 -0.2 -0.8 -0.133
C -8.0849 4.0509 -27.6860 0.5 0.0 2.1 -0.101
C -11.5457 -4.1619 -31.7710 0.7 -0.4 0.0 -0.035
C -5.9153 2.3341 -24.2366 1.1 0.1 1.4 -0.824
C -8.2826 3.4633 -29.9352 -1.5 1.1 -2.5 -0.241
C -10.7364 6.3117 -30.9863 -1.3 0.4 2.0 -0.183
C -9.3327 -1.8847 -31.2523 1.0 0.7 -1.5 -0.098
C -4.3614 -0.9869 -20.4719 0.9 0.1 1.7 -0.270
H -9.2787 -3.4464 -32.7982 -0.1 0.5 -0.3 0.135
H -7.2694 -1.8048 -30.4833 0.9 -0.8 -1.1 0.161
H -4.1942 7.5715 -20.5456 0.8 0.9 0.6 0.111
H -11.8496 -3.2616 -32.3051 0.3 0.1 -0.1 0.091
H -11.8218 6.2625 -30.8990 -0.2 -0.2 -0.1 0.105
H -7.2389 3.3671 -30.2344 0.6 0.3 0.8 0.111
H -8.4282 3.7039 -26.7113 0.0 -0.1 -0.1 0.088
H -6.6512 0.9260 -29.3523 0.5 0.0 -0.1 0.116
H -4.3340 0.2055 -28.0172 0.0 0.3 0.2 0.096
H -1.3824 -1.0627 -21.0432 -0.1 0.1 -0.5 0.077
H -6.4692 -0.8996 -21.9760 -0.2 -0.2 -0.3 0.068
H -8.8999 -0.9841 -28.8982 -0.5 -0.3 -0.2 0.156
H -9.5879 -1.3593 -32.1726 -0.3 0.7 0.1 0.153
H -8.7467 2.6880 -30.5448 -0.4 -0.2 -0.1 0.092
H -10.1381 -1.7775 -30.5257 0.2 0.3 0.1 0.149
H -9.5768 8.9155 -28.1018 0.5 0.0 0.7 0.082
H -6.5666 1.2143 -25.3188 -0.7 -0.7 -0.6 0.072
H -6.8946 -1.4598 -20.3892 0.2 0.2 0.6 0.074
H -8.6669 4.7566 -31.6600 0.7 0.0 0.0 0.110
H -8.8688 0.4785 -29.9299 -0.3 0.0 0.2 0.129
H -4.0486 -1.9077 -22.3505 -0.4 -0.1 -0.3 0.119
H -8.3196 5.1153 -27.6816 -0.6 0.0 -0.9 0.090
H -4.4758 -1.2796 -27.0896 -0.3 -0.2 -0.2 0.096
H -11.2142 9.3294 -27.8351 -0.7 -0.2 -0.6 0.078
H -2.2458 -2.6091 -20.9886 0.4 -0.2 0.6 0.055
H -9.3593 7.8680 -30.2172 0.3 0.0 0.3 0.104
H -10.5480 4.9695 -29.5153 -0.1 -0.1 0.3 0.097
H -1.7395 -2.1864 -22.5013 0.3 0.8 -0.3 0.062
H -10.6006 8.0595 -26.8058 0.5 0.1 -0.1 0.093
H -11.0259 8.4091 -30.3864 0.1 0.1 -0.8 0.113
H -8.3110 5.7110 -30.1892 0.4 0.0 0.1 0.103
H -7.4063 0.1678 -21.0089 0.3 0.2 0.5 0.085
H -11.5157 -5.0334 -32.4250 0.0 0.2 -0.3 0.093
H -8.2694 -3.7326 -31.4534 0.0 -0.2 0.4 0.133
H -4.1851 0.2962 -23.0134 -0.5 0.8 0.3 0.023
H -7.5252 0.6733 -27.9239 0.0 -0.4 0.4 0.123
H -3.7706 -0.7642 -19.5833 0.8 0.7 -0.2 0.125
H -2.7266 -0.2972 -23.0940 0.6 1.0 -0.8 0.048
H -4.7099 -1.9554 -20.1135 -0.9 -0.3 -0.5 0.114
H -6.9979 4.0160 -27.6138 0.2 -0.3 -0.4 0.083
H -10.5933 6.5042 -32.0496 0.7 -0.1 0.1 0.113
H -5.4405 0.1078 -26.6011 0.0 0.1 -0.2 0.074
H -12.3230 -4.3756 -31.0373 0.5 0.2 0.4 0.093
```
Positions in Å, forces in eV/Å.



C18H43N3ORbSi2Ta | ωB97M-V with the def2-TZVPD basis set

LUMO = -0.2536 hartree
multiplicity = 1
Kohn-Sham gap = 8.05 eV
net charge = +2

```
69
Properties=species:S:1:pos:R:3:forces:R:3:lowdin_charge:R:1
Ta 0.1095 -0.1845 -0.6523 0.9 0.4 -0.6 1.661
Rb 1.6074 -0.0157 -3.9420 0.6 -0.1 -0.4 1.004
Si 0.6935 -1.3049 2.6990 0.0 -0.4 1.4 0.438
Si -1.1576 1.1384 2.3667 -0.4 0.4 1.5 0.420
O 4.0960 -1.4363 0.1554 -2.8 1.2 -0.7 0.204
N 0.0628 1.4841 -1.6940 -1.2 -0.2 1.6 -0.255
N 2.0735 -0.4902 -0.7363 0.3 -0.2 0.8 -0.073
N -0.6129 -1.2476 -2.1676 0.0 0.0 0.1 -0.285
C 0.8369 -3.1184 -2.7784 0.2 -0.4 -0.1 -0.054
C 0.2583 3.8854 -1.0269 0.2 0.3 0.0 -0.036
C -2.5440 0.5703 3.5148 0.1 -0.1 -0.1 -0.164
C 0.2585 3.2348 -3.4284 -0.1 0.1 -0.1 -0.031
C 0.1922 2.0145 3.3507 0.0 0.0 -0.1 -0.176
C -0.0539 -1.4002 4.4443 -0.3 0.1 -0.2 -0.185
C 2.3693 -0.5260 2.9772 0.3 0.2 -0.3 -0.165
C 0.9953 -3.1242 2.3623 0.0 -0.2 -0.4 -0.181
C -0.4671 -0.3960 1.4232 -0.2 0.5 -1.1 -0.508
C -0.1516 -2.9333 -0.5012 0.4 0.0 0.4 -0.100
C -1.2221 -0.8714 -3.4784 -0.2 0.0 0.4 -0.180
C 3.0719 -0.9676 -0.2060 2.4 -0.9 -0.2 -0.377
C -1.4489 1.5039 -1.5273 0.2 0.8 -0.6 -0.151
C -1.6372 -3.5119 -2.4080 0.0 -0.3 0.1 -0.016
C 2.2164 2.6660 -1.9072 0.4 0.2 0.0 -0.064
C -2.0124 2.5284 1.4476 -0.1 0.2 -0.5 -0.189
C -0.4021 -2.7199 -1.9713 -0.3 0.1 -1.0 -0.651
C 0.6997 2.8024 -2.0185 -0.2 0.1 -0.2 -0.636
H -2.3111 -1.0487 -3.4488 0.5 -0.1 -0.2 0.112
H 0.7911 4.8200 -1.2728 -0.3 -0.4 0.1 0.115
H 2.7040 2.1321 -2.7413 -0.2 0.1 0.3 0.039
H -0.7838 -1.4688 -4.3088 -0.4 0.2 0.5 0.075
H 1.0338 -4.1910 -2.6397 0.0 0.3 -0.2 0.114
H 2.3964 0.5521 2.7842 0.1 -0.2 0.1 0.022
H -0.8157 4.1014 -1.1020 0.4 0.0 0.1 0.088
H -1.0412 -1.8804 4.4470 0.2 0.1 0.1 0.043
H 0.0869 -3.6679 2.0732 0.2 0.0 0.1 0.040
H 0.3814 2.4529 -4.1979 0.1 0.2 0.3 0.044
H 0.2875 -3.9267 -0.3225 -0.1 0.4 0.0 0.128
H 2.6606 3.6747 -1.9110 -0.2 -0.4 -0.1 0.111
H 1.7381 -2.5789 -2.4313 -0.4 -0.2 -0.1 0.059
H 1.3553 -3.5703 3.3037 -0.1 0.2 -0.3 0.060
H -0.2322 2.9582 3.7275 0.1 -0.3 -0.1 0.054
H -3.3686 0.1474 2.9222 0.1 0.1 0.2 0.046
H -2.5377 -3.1191 -1.9160 0.2 -0.1 -0.1 0.105
H -2.5007 3.1706 2.2034 0.3 -0.4 -0.2 0.066
H -1.8113 0.6468 -0.8662 -0.2 0.7 -0.5 0.073
H 0.6913 -2.9499 -3.8588 0.1 -0.1 0.3 0.077
H 0.6224 -2.0401 5.0334 -0.1 0.2 -0.2 0.052
H -0.8056 3.5108 -3.4287 0.3 0.0 0.0 0.100
H -1.3207 3.1667 0.8843 -0.3 -0.1 0.2 0.000
H -1.0939 0.2055 -3.7083 0.1 -0.7 0.2 0.033
H -1.5219 -4.5644 -2.1075 0.0 0.3 -0.1 0.112
H 0.8331 4.1166 -3.7542 -0.2 -0.3 0.1 0.114
H -1.9782 1.4201 -2.4935 0.2 -0.2 0.6 0.096
H 3.1561 -1.0108 2.3823 -0.1 0.2 0.3 0.018
H 2.6235 -0.6814 4.0432 -0.1 0.1 -0.5 0.066
H 2.5074 2.1906 -0.9604 -0.1 0.1 -0.3 0.081
H -1.7829 -3.4992 -3.4951 0.0 0.0 0.3 0.095
H -0.1342 -0.4417 4.9711 0.0 -0.3 -0.1 0.030
H -1.7826 2.4212 -1.0352 0.1 -0.5 0.0 0.062
H 0.5565 1.4544 4.2209 0.0 0.1 -0.3 0.031
H -1.0784 -2.8580 0.0826 0.3 0.1 -0.1 0.102
H 1.0542 2.2715 2.7213 -0.1 0.0 0.2 0.027
H -2.2548 -0.1655 4.2721 -0.1 0.2 -0.2 0.012
H 1.7737 -3.2982 1.6084 -0.1 -0.1 0.1 0.032
H 0.6358 -2.2087 -0.1109 -0.6 -1.2 0.0 0.016
H -2.9342 1.4575 4.0379 0.1 -0.2 -0.2 0.053
H -1.3537 -1.0577 1.3117 0.1 0.0 0.2 0.018
H -2.8047 2.1660 0.7799 0.0 0.2 0.2 0.037
H 0.5277 3.6101 0.0028 -0.1 0.1 -0.3 0.093
```
Positions in Å, forces in eV/Å.